w) 24
Properties=species:S:1:pos:R:3:mulliken_charge:R:1 method="wB97M-V/def2-TZVPD" orbital_gap_ev=9.864 homo_energy_ev=-9.3436 smiles="CNC(C)=O.CNC(C)=O" mol_weight_g_mol=146.19
O 1.837 -1.130 -0.128 -0.588
O -2.560 -0.585 -2.277 -0.622
N 1.396 0.281 1.586 -0.201
N -1.145 -0.476 -0.534 -0.061
C -2.064 0.057 -1.360 0.668
C 0.731 -0.719 2.467 -0.656
C -0.528 -1.779 -0.909 -0.938
C 1.907 -0.001 0.337 0.628
C -2.692 1.441 -0.988 -1.010
C 2.461 1.138 -0.477 -1.113
H 1.451 -1.249 3.088 0.306
H 0.207 -1.414 1.780 0.208
H -0.102 -0.253 3.079 0.299
H 1.893 1.310 -1.410 0.276
H 2.216 2.087 0.040 0.338
H 1.685 1.111 2.074 0.220
H 0.125 -1.683 -1.763 0.288
H 3.525 0.924 -0.468 0.326
H -3.046 1.519 0.058 0.267
H -1.929 2.267 -0.995 0.265
H -1.389 -2.404 -1.259 0.322
H -0.020 -2.189 -0.017 0.336
H -3.432 1.522 -1.816 0.299
H -0.527 0.224 -0.107 0.144



x) 24
Properties=species:S:1:pos:R:3:mulliken_charge:R:1 method="wB97M-V/def2-TZVPD" orbital_gap_ev=9.870 homo_energy_ev=-9.3061 smiles="CNC(C)=O.CNC(C)=O" mol_weight_g_mol=146.19
O -2.598 -1.034 2.950 -0.624
O 0.386 0.841 -1.049 -0.599
N 2.339 -0.214 -1.567 -0.204
N -1.988 0.375 1.269 -0.211
C -2.159 -0.872 1.829 0.614
C 1.967 2.009 -2.504 -1.113
C -1.836 -2.064 0.975 -0.664
C -1.973 1.490 2.202 -0.941
C 1.437 0.803 -1.649 0.582
C 1.959 -1.433 -0.823 -0.714
H 3.309 -0.100 -1.809 0.249
H 1.768 -1.217 0.231 0.240
H -1.299 0.393 0.526 0.372
H 2.822 -2.075 -0.976 0.348
H -1.044 -1.906 0.243 0.013
H -1.425 -2.775 1.696 0.297
H -2.953 1.979 2.172 0.290
H -1.767 1.186 3.223 0.304
H 2.872 2.316 -1.993 0.352
H 1.020 -1.813 -1.209 0.193
H 1.165 2.737 -2.539 0.273
H 2.049 1.559 -3.490 0.333
H -2.693 -2.493 0.463 0.265
H -1.358 2.311 1.828 0.344



y) 24
Properties=species:S:1:pos:R:3:mulliken_charge:R:1 method="wB97M-V/def2-TZVPD" orbital_gap_ev=9.165 homo_energy_ev=-8.6908 smiles="CNC(C)=O.CNC(C)=O" mol_weight_g_mol=146.19
O -0.657 0.504 -0.564 -0.772
O 3.962 0.067 0.026 -0.602
N 1.825 0.786 -0.358 -0.154
N -2.773 -0.145 0.183 -0.310
C -0.828 -1.003 1.335 -1.041
C 1.830 2.052 0.420 -0.842
C -1.342 -0.171 0.210 0.863
C -3.573 0.573 -0.948 -0.758
C 2.341 -1.630 -0.798 -0.746
C 2.820 -0.237 -0.256 0.665
H -1.577 -1.136 2.110 0.365
H -4.084 1.360 -0.319 0.261
H -3.357 -0.926 0.748 0.268
H 1.172 -1.717 -0.878 0.094
H 2.642 -2.691 -0.280 0.275
H 2.919 2.156 0.851 0.320
H -4.417 -0.213 -1.313 0.228
H 1.341 1.940 1.472 0.243
H -2.768 0.949 -1.541 0.324
H -0.482 -2.040 1.046 0.240
H 0.889 0.478 -0.670 0.327
H -0.084 -0.385 1.584 0.265
H 2.566 -1.655 -1.981 0.237
H 1.636 3.082 -0.077 0.251



Of them, x) has the highest stability.



w) 14
Properties=species:S:1:pos:R:3:mulliken_charge:R:1 method="wB97M-V/def2-TZVPD" orbital_gap_ev=8.861 homo_energy_ev=-15.9812 mol_weight_g_mol=82.13 charge=+1
N 0.361 -0.498 -1.104 -0.273
C 1.693 1.567 -0.240 -1.016
C -0.529 0.247 0.749 0.070
C 0.445 0.459 -0.208 0.198
C -1.408 -0.851 0.387 -0.627
C -0.679 -1.337 -0.915 -0.315
H -2.448 -0.705 0.151 0.398
H -1.478 -1.312 1.418 0.344
H 2.431 1.411 0.525 0.341
H -1.102 -1.636 -1.881 0.472
H -0.325 -2.302 -0.504 0.285
H -0.685 0.788 1.639 0.455
H 1.365 2.516 0.184 0.357
H 2.015 1.632 -1.305 0.310



x) 14
Properties=species:S:1:pos:R:3:mulliken_charge:R:1 method="wB97M-V/def2-TZVPD" orbital_gap_ev="8.504 / 8.523" homo_energy_ev="-14.3085 / -14.3110" mol_weight_g_mol=82.13 charge=+1
N 0.603 -0.180 -0.073 0.125
C -0.654 -0.469 -0.075 -0.150
C 1.404 1.058 -0.047 -0.532
C 2.585 0.127 0.072 -0.229
C -3.151 0.074 0.030 -0.452
C 1.791 -0.949 0.013 -0.376
H -3.391 -0.959 0.208 0.326
H -0.892 -1.528 -0.093 0.213
H 1.348 1.639 -0.970 0.285
H -3.111 0.747 0.868 0.318
H 3.635 0.298 0.184 0.422
H 1.863 -2.018 0.040 0.424
H 1.189 1.696 0.810 0.298
H -3.219 0.464 -0.966 0.327



Of them, w) has the highest stability.



w) 14
Properties=species:S:1:pos:R:3:mulliken_charge:R:1 method="wB97M-V/def2-TZVPD" orbital_gap_ev="9.871 / 9.872" homo_energy_ev="-14.4082 / -14.4084" mol_weight_g_mol=82.13 charge=+1
N -0.355 -0.580 -0.988 -0.078
C 0.463 0.029 -2.037 -0.159
C -0.448 0.483 -0.087 -0.360
C 0.773 -1.265 -0.264 -0.161
C -0.767 0.660 2.232 -0.701
C 0.867 0.258 -0.578 0.182
H -1.522 1.470 2.357 0.320
H 0.511 -1.610 0.703 0.213
H -0.065 0.886 -2.500 0.264
H 1.105 -0.563 -2.741 0.247
H 0.202 1.137 2.208 0.348
H 1.185 -1.939 -0.853 0.292
H -1.033 1.340 -0.179 0.292
H -0.915 -0.305 2.726 0.303



x) 14
Properties=species:S:1:pos:R:3:mulliken_charge:R:1 method="wB97M-V/def2-TZVPD" orbital_gap_ev=8.932 homo_energy_ev=-14.3064 mol_weight_g_mol=82.13 charge=+1
N -0.571 -0.050 -0.148 0.144
C 0.693 0.454 -0.076 0.310
C 0.194 1.834 0.063 -0.298
C -0.950 -1.401 0.041 -0.897
C -1.135 1.119 -0.029 -0.103
C 1.888 -0.356 0.129 -0.860
H 1.764 -1.421 0.058 0.291
H -0.602 -1.869 -0.764 0.428
H -0.575 -1.838 0.914 0.409
H -2.197 1.178 0.185 0.375
H -2.081 -1.385 0.156 0.279
H 0.338 2.153 1.115 0.277
H 0.413 2.654 -0.623 0.329
H 2.805 0.132 0.160 0.315



y) 14
Properties=species:S:1:pos:R:3:mulliken_charge:R:1 method="wB97M-V/def2-TZVPD" orbital_gap_ev=9.774 homo_energy_ev=-13.2001 smiles="C[NH2+]C=C1C=C1" mol_weight_g_mol=82.13 charge=+1
N -1.071 0.255 -0.676 -0.183
C 2.670 0.087 0.263 -0.255
C 0.054 1.111 -0.197 -0.492
C 1.870 -0.900 -0.164 -0.416
C -1.773 -0.356 0.484 -0.901
C 1.203 0.378 0.100 0.205
H -1.711 0.923 -1.144 0.363
H 1.779 -1.936 0.016 0.349
H -0.701 -0.375 -1.444 0.409
H -2.670 -0.841 0.138 0.395
H -0.252 2.138 -0.068 0.413
H 3.661 0.482 0.565 0.356
H -1.306 -1.242 0.841 0.339
H -1.751 0.275 1.288 0.419



z) 14
Properties=species:S:1:pos:R:3:mulliken_charge:R:1 method="wB97M-V/def2-TZVPD" orbital_gap_ev=8.955 homo_energy_ev=-14.8610 mol_weight_g_mol=82.13 charge=+1
N -0.782 0.151 0.401 -0.040
C -1.107 -3.072 -0.420 -0.190
C 1.706 -0.873 0.725 -0.847
C -0.711 -2.220 0.429 -0.262
C -1.584 0.084 -0.831 -0.872
C -0.001 -1.081 0.470 0.324
H 2.199 -1.681 0.213 0.342
H 1.757 0.146 0.467 0.344
H -0.047 0.878 0.472 0.361
H -2.099 1.002 -1.065 0.363
H -1.421 0.197 1.179 0.380
H 1.577 -1.040 1.806 0.342
H -2.422 -0.661 -0.686 0.383
H -0.952 -0.151 -1.711 0.373



Of them, x) has the highest stability.



w) 14
Properties=species:S:1:pos:R:3:mulliken_charge:R:1 method="wB97M-V/def2-TZVPD" orbital_gap_ev=8.812 homo_energy_ev=-14.0870 mol_weight_g_mol=82.13 charge=+1
N -0.891 1.341 -0.865 -0.212
C 1.093 0.382 0.458 0.065
C -0.357 0.363 0.114 0.013
C -0.403 -1.147 -0.030 -0.870
C 1.112 -1.181 0.482 -0.225
C 1.875 1.437 0.595 -0.450
H 1.725 -1.709 -0.236 0.271
H -1.900 1.644 -0.729 0.407
H -0.302 2.201 -0.729 0.407
H 1.353 -1.584 1.560 0.279
H -0.859 0.908 -1.840 0.399
H -1.042 -1.735 0.606 0.268
H -0.996 0.682 1.531 0.292
H -0.407 -1.602 -0.918 0.356



x) 14
Properties=species:S:1:pos:R:3:mulliken_charge:R:1 method="wB97M-V/def2-TZVPD" orbital_gap_ev="6.512 / 9.307" homo_energy_ev="-13.2930 / -14.2205" mol_weight_g_mol=82.13 charge=+1
N 0.914 -0.016 -1.487 -0.230
C 0.620 -1.454 -1.071 -0.220
C 0.125 -0.373 -0.172 -0.308
C -2.397 0.037 1.290 -0.658
C 1.270 0.445 -0.098 0.602
C 2.257 1.143 0.387 -0.619
H -3.166 -0.487 0.880 0.328
H 2.622 1.444 1.385 0.294
H 2.998 1.530 -0.329 0.219
H -0.071 -1.829 -1.784 0.289
H 1.533 -1.929 -0.887 0.283
H 0.913 0.674 -2.258 0.320
H -1.688 -0.435 1.858 0.382
H -2.485 1.067 1.382 0.317



y) 14
Properties=species:S:1:pos:R:3:mulliken_charge:R:1 method="wB97M-V/def2-TZVPD" orbital_gap_ev="7.764 / 7.761" homo_energy_ev="-14.9002 / -14.8996" mol_weight_g_mol=82.13 charge=+1
N -2.432 0.732 -0.286 -0.124
C 2.569 -0.613 -0.312 -0.388
C 0.047 0.333 -0.151 0.303
C 2.674 0.663 0.370 -0.365
C -3.064 -0.337 0.258 -0.525
C 1.290 0.184 -0.071 -0.200
H -3.092 -1.286 -0.294 0.308
H 3.012 1.542 -0.164 0.241
H -2.828 -0.451 1.323 0.334
H 2.614 -1.538 0.250 0.242
H -2.306 0.711 -1.299 0.336
H -4.111 0.055 0.289 0.356
H 2.792 0.702 1.446 0.241
H 2.835 -0.697 -1.359 0.241



Of them, w) has the highest stability.



w) 17
Properties=species:S:1:pos:R:3:mulliken_charge:R:1 method="wB97M-V/def2-TZVPD" multiplicity=2 orbital_gap_ev="9.849 / 5.796" homo_energy_ev="-14.2458 / -14.2419" mol_weight_g_mol=93.13 charge=+1
O -0.591 0.681 -2.055 -0.595
O 1.573 2.120 -1.116 -0.628
N -0.801 -0.535 0.631 -0.106
C 0.694 -2.377 0.594 -0.830
C 0.441 -1.102 0.259 0.298
C -0.852 0.685 1.499 -0.647
H -1.900 0.966 1.665 0.340
H -1.407 -1.266 0.891 0.288
H 1.058 -0.443 -0.258 0.453
H 1.460 -3.005 0.222 0.322
H -0.379 1.428 0.894 0.236
H 1.208 1.403 -1.845 0.367
H 1.061 2.823 -0.869 0.280
H 0.074 -2.761 1.421 0.242
H -0.830 0.670 -2.956 0.304
H -0.313 0.631 2.446 0.323
H -0.495 0.082 -1.423 0.352



x) 17
Properties=species:S:1:pos:R:3:mulliken_charge:R:1 method="wB97M-V/def2-TZVPD" multiplicity=2 orbital_gap_ev="10.736 / 5.266" homo_energy_ev="-14.3030 / -14.2819" mol_weight_g_mol=93.13 charge=+1
O -1.987 0.596 1.146 -0.442
O 1.169 2.519 -0.374 -0.641
N 1.479 -0.963 0.428 -0.149
C 0.646 -0.368 -0.622 -0.001
C -1.460 -0.696 0.982 -0.220
C -0.826 -0.903 -0.388 -0.893
H -0.623 -0.859 1.667 0.285
H -2.187 -1.519 1.032 0.261
H -0.740 -1.971 -0.645 0.389
H -1.472 -0.288 -1.087 0.331
H 1.622 -1.970 0.362 0.327
H 2.334 -0.381 0.332 0.352
H 0.871 3.069 -1.109 0.315
H -2.275 0.900 0.280 0.316
H 0.929 -0.665 -1.632 0.368
H 1.918 2.756 0.182 0.293
H 0.601 0.743 -0.554 0.109



Of them, x) has the highest stability.



w) 56
Properties=species:S:1:pos:R:3:mulliken_charge:R:1 method="wB97M-V/def2-TZVPD" orbital_gap_ev=8.873 homo_energy_ev=-8.3638 smiles="CC(C)NC(=O)Cn1c(SCC(=O)N2c3ccccc3C[C@H]2C)nc2ccccc21" mol_weight_g_mol=422.55
S -1.802 -0.210 -2.032 -0.393
O -3.141 2.590 -0.502 -0.687
O -1.162 -1.360 0.899 -0.778
N -3.327 0.641 0.642 0.058
N 0.696 0.715 -2.397 -0.617
N -0.248 1.497 -0.523 0.395
N 0.835 -1.580 -0.137 0.579
C 1.632 -1.018 0.874 0.437
C 2.911 1.845 -2.098 -0.862
C 3.616 2.635 -1.218 -0.466
C 3.528 0.190 2.470 -0.706
C 1.029 2.000 -0.560 0.791
C 3.896 -0.274 1.215 -0.560
C -4.748 0.442 0.427 0.038
C -1.239 -1.861 -1.414 -0.672
C 2.945 -0.881 0.426 0.796
C 2.231 0.026 2.923 -0.766
C 1.724 -3.567 -1.260 -1.674
C 1.604 1.512 -1.755 0.863
C -5.452 0.354 1.780 -1.430
C -4.988 -0.815 -0.403 -1.193
C 1.750 2.791 0.323 -0.951
C -1.170 1.711 0.563 -0.235
C -0.368 0.727 -1.645 0.299
C -0.516 -1.611 -0.109 0.055
C 3.049 3.093 -0.026 -0.789
C 1.689 -2.039 -1.242 -0.247
C 1.265 -0.585 2.136 -0.967
C 3.080 -1.448 -0.951 -0.953
C -2.652 1.687 0.142 -0.246
H 1.311 -1.648 -2.190 0.683
H -0.658 -2.341 -2.194 0.490
H -0.989 0.969 1.348 0.248
H 0.727 -3.986 -1.377 0.368
H 0.263 -0.723 2.504 0.604
H 2.141 -3.937 -0.325 0.401
H -6.524 0.244 1.639 0.428
H 1.959 0.376 3.908 0.445
H 4.260 0.674 3.099 0.416
H -4.495 -0.728 -1.368 0.213
H 2.344 -3.912 -2.083 0.458
H -2.159 -2.412 -1.229 0.560
H -0.972 2.710 0.963 0.500
H 4.908 -0.159 0.858 0.470
H 3.854 -2.216 -0.994 0.587
H -2.810 -0.145 1.018 0.420
H 3.338 -0.665 -1.664 -0.003
H 1.320 3.151 1.245 0.422
H -5.099 1.323 -0.120 0.410
H -5.084 -0.504 2.340 0.311
H 4.634 2.911 -1.450 0.409
H -4.597 -1.687 0.118 0.261
H 3.645 3.702 0.637 0.421
H -5.268 1.254 2.361 0.363
H 3.341 1.497 -3.024 0.520
H -6.053 -0.957 -0.568 0.479



x) 56
Properties=species:S:1:pos:R:3:mulliken_charge:R:1 method="wB97M-V/def2-TZVPD" orbital_gap_ev=8.175 homo_energy_ev=-8.3794 smiles="CCCCOc1cccc(-c2cc(C(=O)NNC(=S)NCC)c3ccccc3n2)c1" mol_weight_g_mol=422.55
S 2.127 -0.588 -4.469 -0.545
O 1.677 3.771 -2.364 -0.722
O -1.393 -2.959 3.640 -0.272
N 1.077 1.764 -3.149 -0.265
N -0.574 1.377 1.530 -0.585
N 1.748 2.011 -4.344 -0.259
N 3.186 1.262 -5.995 -0.122
C 1.608 -2.839 1.518 -0.960
C -0.419 -2.574 2.776 0.458
C -2.540 -4.409 5.133 -0.862
C 0.173 0.569 0.816 0.446
C -0.795 2.632 1.109 -0.145
C 0.533 2.250 -0.880 1.025
C -0.556 -1.295 2.242 -0.236
C -1.313 5.262 0.337 -0.676
C 2.391 0.979 -4.950 0.323
C -5.057 -4.549 5.257 -1.296
C 0.375 -0.788 1.344 0.590
C -1.599 3.469 1.912 -0.464
C -3.846 -4.431 4.341 -0.223
C -0.533 4.477 -0.467 -0.686
C 0.743 0.974 -0.415 -0.805
C 1.471 -1.574 0.986 -0.939
C 4.322 2.466 -7.773 -1.457
C 0.673 -3.352 2.404 -0.515
C 3.430 2.577 -6.547 -0.216
C -1.327 -4.244 4.224 -0.668
C -1.850 4.757 1.531 -0.525
C 1.158 2.686 -2.158 0.227
C -0.250 3.146 -0.103 0.755
H 2.228 -1.197 0.316 0.378
H 1.345 0.275 -0.974 0.587
H -1.400 -0.690 2.531 0.491
H 2.475 3.046 -6.819 0.326
H 0.811 -4.347 2.796 0.380
H 2.134 2.954 -4.335 0.348
H -2.558 -3.577 5.838 0.323
H -3.914 -3.514 3.755 0.273
H -1.521 6.283 0.054 0.399
H -5.007 -5.464 5.843 0.323
H -3.832 -5.274 3.646 0.267
H 4.512 3.453 -8.184 0.378
H -0.113 4.871 -1.379 0.448
H 2.457 -3.446 1.242 0.369
H -5.976 -4.565 4.674 0.366
H 0.860 0.776 -3.025 0.213
H 3.843 1.860 -8.538 0.384
H -5.101 -3.705 5.942 0.329
H -2.465 5.397 2.147 0.387
H -1.999 3.055 2.825 0.467
H -0.402 -4.344 4.809 0.423
H -1.334 -5.017 3.442 0.442
H 3.917 3.207 -5.792 0.273
H -2.430 -5.337 5.697 0.410
H 5.274 2.012 -7.510 0.379
H 3.555 0.464 -6.490 0.255



Of them, w) has the highest stability.



w) 13
Properties=species:S:1:pos:R:3:mulliken_charge:R:1 method="wB97M-V/def2-TZVPD" orbital_gap_ev=8.988 homo_energy_ev=-8.8565 smiles="C=Cc1cc(=O)o[nH]1" mol_weight_g_mol=111.10
O -2.881 -0.357 -0.142 -0.634
O -1.141 1.107 0.033 -0.249
N 0.230 0.996 0.091 0.001
C 0.580 -0.265 0.074 0.503
C 3.080 0.151 -0.179 -0.694
C 2.052 -0.671 0.083 -0.315
C -1.662 -0.129 -0.027 0.363
C -0.511 -1.103 0.037 -0.498
H 0.685 1.797 0.510 0.255
H 2.119 -1.606 0.542 0.342
H 4.099 -0.144 -0.372 0.282
H 2.936 1.240 -0.409 0.204
H -0.516 -2.146 0.039 0.440



x) 13
Properties=species:S:1:pos:R:3:mulliken_charge:R:1 method="wB97M-V/def2-TZVPD" orbital_gap_ev=8.797 homo_energy_ev=-8.5149 smiles="Nc1coc(C=O)c1" mol_weight_g_mol=111.10
O 2.060 1.989 2.096 -0.453
O 1.342 0.765 -0.587 -0.288
N -1.638 -1.281 -1.213 -0.548
C -0.376 -0.094 0.352 -0.019
C 1.168 1.205 1.904 -0.200
C -0.450 -0.519 -0.854 0.660
C 0.702 -0.083 -1.461 -0.658
C 0.736 0.517 0.595 0.262
H -2.449 -1.233 -0.361 0.254
H 1.042 -0.054 -2.466 0.431
H -1.900 -1.425 -2.198 0.210
H -0.874 -0.646 1.349 0.123
H 0.637 0.858 2.845 0.226



Of them, w) has the highest stability.



w) 13
Properties=species:S:1:pos:R:3:mulliken_charge:R:1 method="wB97M-V/def2-TZVPD" orbital_gap_ev=9.859 homo_energy_ev=-10.0480 smiles="CC(=O)c1ncco1" mol_weight_g_mol=111.10
O 1.814 -0.547 1.274 -0.590
O -0.664 0.505 1.041 -0.229
N -0.675 0.321 -1.168 -0.551
C -0.048 0.043 -0.052 0.506
C -1.806 1.157 0.561 -0.440
C 1.679 -1.557 -0.959 -1.103
C 1.188 -0.651 0.171 0.626
C -1.838 1.080 -0.786 -0.265
H -2.548 1.379 1.158 0.461
H 0.861 -2.223 -1.178 0.324
H -2.259 1.383 -1.563 0.567
H 1.919 -0.902 -1.796 0.301
H 2.502 -1.983 -0.578 0.393



x) 13
Properties=species:S:1:pos:R:3:mulliken_charge:R:1 method="wB97M-V/def2-TZVPD" orbital_gap_ev=10.935 homo_energy_ev=-10.2747 smiles="O=C1ON=C[C@H]2C[C@H]12" mol_weight_g_mol=111.10
O -0.818 -0.702 -1.768 -0.182
O -2.692 -0.386 -0.448 -0.529
N 0.564 -0.856 -1.820 -0.281
C 1.258 -0.583 -0.754 -0.266
C 0.214 0.861 1.397 -0.535
C -1.488 -0.185 -0.559 0.273
C -0.474 0.620 0.061 -0.111
C 0.517 -0.333 0.545 0.169
H 2.324 -0.811 -0.753 0.377
H -0.312 0.662 2.357 0.244
H 0.927 1.665 1.434 0.263
H -0.160 1.359 -0.605 0.343
H 0.140 -1.311 0.913 0.236



Of them, w) has the highest stability.